Entry 1:
54
Properties=species:S:1:pos:R:3:forces:R:3:nbo_charge:R:1 method="wB97M-V/def2-TZVPD" homo_lumo_gap_ha=0.3332 e_lumo_ev=2.41 total_energy_ev=-34315.7120 relative_energy_kcal_mol=53.0 spin_multiplicity=1 charge=-1
C -1.1664 -1.2099 1.0792 1.125 0.554 -0.209 -0.24
N -2.4662 -0.6360 0.7029 0.256 1.871 -1.255 -0.89
C 0.0591 -0.2253 1.2239 0.326 -0.838 0.823 -0.07
C 0.7702 -0.5490 2.5709 1.240 1.075 -1.813 -0.63
N 1.0076 -0.3722 0.0684 -1.110 0.222 -0.997 -0.71
C 0.5583 0.5767 -1.0460 -1.477 -2.970 2.039 0.10
O 0.6197 1.8670 -0.6419 -0.391 0.033 -0.424 -0.93
H -0.7541 -1.8956 0.3202 -0.779 -0.004 0.120 0.18
H -1.3089 -1.7803 2.0035 0.278 0.081 -0.031 0.18
H -2.5262 0.4153 0.8941 0.275 -1.703 0.569 0.40
H -2.4250 -0.5372 -0.3222 -0.398 -0.504 0.320 0.35
H -0.3020 0.7880 1.1829 -0.291 0.539 0.353 0.20
H 1.6245 0.1823 2.6502 -0.628 -0.907 0.224 0.22
H 1.1261 -1.5679 2.4280 0.352 -0.102 0.345 0.21
H 0.1658 -0.5117 3.4598 -0.511 0.159 0.161 0.21
H 1.9457 -0.0241 0.1708 0.393 -0.020 1.355 0.37
H 1.1248 0.1939 -1.8652 1.255 0.788 -1.125 0.14
H -0.4301 0.0754 -1.2784 -0.060 1.489 0.179 0.11
H 2.5462 -2.0239 -2.3112 0.201 0.123 -0.544 0.45
H 3.4236 -2.6953 -1.3647 0.782 -0.476 -0.128 0.49
O 3.4409 -2.3930 -2.2914 -0.887 0.281 0.421 -0.96
H 0.5545 -3.9773 -0.3738 1.581 0.768 1.243 0.49
H 1.2482 -2.5772 -0.2760 0.099 0.317 0.340 0.48
O 1.3276 -3.4733 0.0848 -0.751 -0.624 -0.889 -1.05
H -0.6786 2.7675 -0.7506 -1.233 -0.907 -0.861 0.52
H -1.5377 3.8944 -0.3646 -0.678 0.011 -0.624 0.48
O -1.6498 3.1103 -0.9410 1.782 0.871 1.079 -1.04
H -0.7123 -1.6209 -2.7291 -0.761 -1.066 0.289 0.47
H -2.1289 -1.2329 -2.5719 0.279 -1.538 0.196 0.50
O -1.5781 -2.0759 -2.5495 0.462 2.628 -0.403 -0.97
H -2.1574 2.8160 1.8674 -0.096 -0.086 -0.120 0.48
H -2.7800 2.7005 0.4924 0.176 -0.232 -0.107 0.49
O -2.8908 2.3859 1.4026 -0.039 0.147 0.490 -0.98
H -2.5528 0.0336 3.9021 -0.029 0.425 0.838 0.46
H -2.9605 -0.9697 3.0045 -0.752 -0.590 0.474 0.48
O -3.0679 -0.7781 3.9634 0.642 0.213 -1.433 -0.94
H -2.5079 1.9409 -2.1964 0.618 -0.086 -0.277 0.52
H -1.8246 1.1256 -3.3849 0.411 0.564 0.023 0.47
O -2.5695 1.1738 -2.7927 -0.913 -0.646 0.235 -0.99
H -1.2695 -3.6708 -0.0742 0.343 -0.871 -0.004 0.50
H -1.0623 -4.1840 -1.4486 -0.022 -0.365 0.108 0.49
O -0.8646 -4.4483 -0.5305 -1.622 0.839 -0.644 -0.92
H 1.6512 2.2406 0.4685 0.294 -0.136 1.342 0.49
H 2.9846 2.7459 0.4539 0.930 0.409 0.283 0.46
O 2.3580 2.5628 1.1576 -0.899 -0.518 -1.464 -1.02
H 0.5762 3.7361 0.8486 0.270 -0.034 0.053 0.49
H 0.6790 4.1173 2.3071 -0.458 0.106 -0.885 0.48
O 0.1224 4.2665 1.5114 -0.048 0.036 0.884 -0.98
H 1.5386 2.5884 -1.6215 0.114 0.461 -0.830 0.49
H 1.0929 2.9383 -3.0191 0.157 0.189 -0.106 0.45
O 1.8687 3.0551 -2.4598 0.022 -0.158 0.190 -1.01
H 3.5810 -2.4971 0.6222 0.240 0.138 0.104 0.47
H 3.2970 -3.9489 0.5524 0.766 0.708 -0.579 0.50
O 4.0191 -3.3044 0.3243 -0.840 -0.668 0.672 -0.96



Entry 2:
55
Properties=species:S:1:pos:R:3:forces:R:3:nbo_charge:R:1 method="wB97M-V/def2-TZVPD" homo_lumo_gap_ha=0.3202 e_lumo_ev=-3.78 total_energy_ev=-34878.0856 relative_energy_kcal_mol=138.8 spin_multiplicity=1 charge=+1
C -0.4882 -0.7906 0.1968 -0.176 0.990 1.415 -0.72
C 0.3489 -0.2405 -0.8935 1.310 0.667 0.302 0.09
C -0.0988 0.7896 -1.5894 0.893 0.878 -1.398 -0.31
C 2.5510 -0.8322 -2.0193 -1.546 -0.379 3.332 0.14
N 1.7233 -0.7286 -0.9461 1.194 0.588 -5.143 -0.42
H -1.5186 -0.7369 -0.1967 0.631 -0.564 0.814 0.26
H -0.1946 -1.7393 0.6171 -0.023 -0.824 -0.646 0.24
H -0.3962 -0.1740 1.1334 -0.261 -0.024 -0.884 0.24
H 0.4882 1.2190 -2.4747 -1.094 -0.605 1.682 0.21
H -1.1022 1.2142 -1.3721 1.137 -0.504 -0.307 0.22
H 3.4935 -1.4468 -1.8969 -1.230 1.109 0.206 0.23
H 2.3709 -0.4243 -3.0397 -0.502 -0.264 1.163 0.23
H 2.0078 -1.1260 -0.0630 0.818 -0.656 0.415 0.47
H -1.2396 0.2326 4.4253 0.109 -0.234 2.013 0.48
H -1.7566 0.1297 3.1218 -2.765 -1.129 -2.309 0.49
O -1.0195 0.4540 3.5466 2.531 0.968 0.419 -0.94
H 3.2976 -2.1263 1.9980 -0.040 0.011 -0.416 0.49
H 2.9245 -0.6947 1.9190 -0.927 3.203 2.170 0.50
O 3.1320 -1.3957 1.3840 0.870 -3.602 -1.704 -0.96
H -0.5848 2.1490 3.2323 -1.148 -3.856 2.016 0.50
H -1.2660 3.4952 2.8689 -0.823 0.106 0.417 0.48
O -0.5008 2.9461 2.8285 1.798 3.993 -2.408 -0.99
H -2.4440 -2.3467 2.8562 0.183 -0.730 1.612 0.47
H -2.4000 -2.0826 1.4351 -1.192 1.224 1.162 0.48
O -2.8779 -1.7557 2.2660 1.188 -0.549 -2.332 -0.95
H -3.4092 -0.1045 0.0974 -0.131 1.895 0.604 0.48
H -4.0155 -1.3788 0.4804 -0.518 -0.393 0.274 0.49
O -3.4692 -0.9891 -0.1959 -0.186 -1.471 -1.267 -0.97
H -2.2415 -3.8317 -0.4086 0.360 0.405 -1.177 0.48
H -1.7065 -2.8888 -1.5951 -0.146 0.616 0.345 0.48
O -1.9451 -3.7773 -1.3444 -0.307 -1.199 0.913 -0.96
H 1.6320 1.4799 1.1735 2.428 -1.180 2.174 0.53
H 2.6260 1.9267 2.2026 0.669 0.903 0.667 0.50
O 2.3600 1.0878 1.8667 -3.218 -0.093 -2.029 -0.98
H -1.3852 -1.1160 -2.6525 -0.654 1.609 0.622 0.48
H -1.5628 -2.2995 -3.6016 1.292 0.703 0.908 0.49
O -0.8981 -1.8248 -3.0149 -0.581 -2.468 -1.713 -0.95
H -2.6024 1.7931 0.3657 1.998 0.279 -1.285 0.46
H -3.7700 2.4408 0.9158 -0.864 0.612 0.223 0.48
O -3.2844 1.6286 0.9697 -0.952 -0.752 1.080 -0.93
H 1.7846 2.5443 -2.0143 0.097 0.046 -0.226 0.46
H 2.5498 3.2761 -0.9677 1.814 0.659 0.644 0.49
O 1.7011 2.9407 -1.1487 -1.702 -0.545 -0.621 -0.94
H 3.5171 0.9385 0.8377 0.925 0.106 -1.710 0.48
H 4.5495 0.1673 -0.0569 0.373 -0.264 0.145 0.46
O 4.0413 0.9740 -0.0371 -0.493 0.274 0.677 -1.00
H 0.2769 -3.2111 -1.7258 2.907 0.348 1.617 0.51
H 1.5673 -4.0127 -1.7259 0.121 0.478 0.677 0.48
O 1.2452 -3.1983 -1.2822 -3.057 -1.561 -2.327 -0.99
H 0.9855 3.7706 0.9050 -4.051 2.122 -2.828 0.48
H 1.3290 3.3243 2.2487 -0.213 0.426 -0.478 0.50
O 1.6714 3.4212 1.3389 3.967 -1.555 3.394 -0.96
H -2.4738 0.2767 -3.7485 1.359 1.995 0.120 0.50
H -1.8226 1.7832 -3.7404 -0.634 0.030 -0.385 0.50
O -1.7005 0.8702 -3.4789 -1.538 -1.845 -0.628 -0.97



Entry 3:
58
Properties=species:S:1:pos:R:3:forces:R:3:nbo_charge:R:1 method="wB97M-V/def2-TZVPD" homo_lumo_gap_ha="0.0909 / 0.3275" e_lumo_ev="0.03 / -0.02" total_energy_ev=-47225.1095 s_squared=0.751 spin_multiplicity=2
N -0.7763 0.0499 -1.5908 -2.045 -0.668 -0.165 -0.77
C 0.3768 -0.0840 -0.6025 1.358 1.551 -3.527 -0.16
C -0.0088 -0.0655 0.8201 -4.843 -3.168 0.041 -0.48
C 0.9913 0.2113 1.8299 2.703 5.995 1.039 -0.61
S 1.4345 -0.7688 3.2542 0.186 -1.006 0.179 -0.05
C 1.0429 -1.3803 -0.9799 2.624 0.826 1.726 0.69
N 2.2448 -1.6394 -0.4608 2.419 1.815 0.860 -0.79
O 0.5037 -2.2041 -1.6682 -1.711 -2.154 -2.123 -0.74
H -0.4973 0.1890 -2.6321 -0.019 0.548 1.662 0.48
H -1.5330 0.7742 -1.3919 1.767 -0.276 0.234 0.45
H -1.3925 -0.7864 -1.6497 0.597 0.049 0.457 0.46
H 1.0515 0.7738 -0.9932 -0.778 -1.194 1.436 0.30
H -0.4293 -1.1414 1.0975 0.574 1.770 -0.788 0.21
H -0.9679 0.5377 0.7911 1.536 -0.293 0.988 0.28
H 1.9949 0.5398 1.2842 -1.835 -0.946 1.423 0.24
H 0.7317 1.2890 2.2821 0.573 -2.145 -0.913 0.28
H 0.4981 -0.5064 4.2005 0.013 0.332 -0.682 0.14
H 2.8076 -2.4969 -0.6439 -1.460 0.960 0.042 0.43
H 2.7987 -0.9521 0.1565 -1.371 -1.261 -1.471 0.44
H 1.5934 -4.2350 1.3508 -0.857 -1.286 -0.243 0.48
H 2.6492 -3.4775 2.0259 1.047 0.252 1.427 0.47
O 2.0796 -3.4357 1.2873 -0.004 0.425 -0.614 -0.95
H -0.0235 1.5188 -4.4685 0.813 0.802 -1.196 0.49
H -0.6914 2.2552 -3.1323 0.364 -0.410 -0.883 0.53
O -0.5079 1.4189 -3.6794 -1.071 -0.053 1.423 -1.02
H 3.1963 2.4589 -0.7615 2.560 0.473 0.316 0.46
H 1.9062 3.2293 -0.6865 0.158 -0.400 0.251 0.50
O 2.2932 2.3623 -0.8911 -2.544 -0.139 -0.824 -0.96
H -1.1011 -2.5335 -2.4844 0.219 -0.078 -0.014 0.51
H -2.4750 -2.6735 -3.1920 -0.932 -1.021 -1.630 0.48
O -2.0170 -2.2295 -2.5231 0.434 0.768 1.281 -0.99
H -3.7879 0.6360 2.1023 0.640 -0.138 -0.237 0.47
H -3.2745 -0.5353 1.2784 -0.663 -2.539 -1.255 0.50
O -3.0147 0.2857 1.6140 -0.270 2.896 1.808 -1.02
H 1.1013 4.1589 1.4520 -1.485 -0.088 -0.694 0.48
H 2.1730 4.0692 2.2424 2.421 1.678 3.247 0.45
O 1.8401 3.5549 1.5805 -0.022 -2.229 -2.235 -1.01
H -1.9379 3.9770 -2.4271 0.484 0.227 -0.589 0.47
H -1.6731 3.1687 -1.2685 0.840 -0.433 0.101 0.50
O -1.1833 3.4684 -2.0838 -1.132 0.212 0.338 -1.04
H -0.8595 -3.9355 1.0125 -0.388 0.931 -1.127 0.50
H -1.8078 -4.6769 1.6170 -1.464 -1.559 1.336 0.48
O -1.8449 -3.9203 1.0701 1.738 0.368 0.025 -0.97
H -0.2854 -4.9446 -0.9333 -1.113 -0.911 -0.840 0.48
H 0.5783 -3.7532 -0.7947 0.237 0.455 -0.134 0.50
O 0.2855 -4.5389 -0.3149 1.167 0.049 0.814 -0.98
H -0.8317 4.8299 2.1077 -1.314 -0.472 0.506 0.41
H -0.4953 5.0156 0.5564 -0.031 -0.021 1.570 0.45
O -0.1404 5.0339 1.4955 0.405 1.194 -2.275 -1.08
H 5.0020 -0.0478 1.2129 1.722 -0.565 1.988 0.48
H 4.1398 1.0103 0.6527 -0.530 1.468 0.229 0.48
O 4.4098 0.1219 0.5319 -1.207 -0.831 -2.062 -0.93
H -2.2324 2.6644 1.0005 0.474 0.692 -1.385 0.34
H -2.7098 1.4564 0.4157 0.411 0.954 -1.216 0.49
O -2.2725 2.3152 0.0396 -1.018 -1.443 2.567 -1.26
H -3.4629 -2.0898 -0.6427 -1.180 -0.992 -2.573 0.48
H -2.4241 -2.5177 0.4078 -1.210 0.706 -0.287 0.51
O -3.0650 -1.8044 0.1263 2.014 0.326 2.669 -1.00



Entry 4:
58
Properties=species:S:1:pos:R:3:forces:R:3:nbo_charge:R:1 method="wB97M-V/def2-TZVPD" homo_lumo_gap_ha=0.2824 e_lumo_ev=1.81 total_energy_ev=-38444.1496 relative_energy_kcal_mol=43.5 spin_multiplicity=1 charge=-1
C 0.4065 -0.1107 -0.7545 -0.583 0.686 -0.859 -0.29
N 1.6414 -0.2693 -1.5620 -1.293 -2.461 0.747 -0.93
C 0.3471 -1.1786 0.3490 -1.179 0.351 0.690 -0.03
C 0.3014 -2.6017 -0.2051 1.412 0.909 -2.018 -0.10
O 1.6638 -3.0168 -0.3910 0.458 -1.015 0.601 -0.78
N -0.7839 -1.0150 1.3403 0.133 0.024 0.244 -0.77
C -1.9905 -0.2477 0.8144 0.233 -0.271 0.840 0.11
O -1.6241 0.9917 0.4946 -0.565 1.784 -0.104 -0.95
H -0.4704 -0.2382 -1.4655 0.987 0.258 1.035 0.21
H 0.3172 0.9171 -0.3339 0.232 -1.052 -0.391 0.24
H 2.4124 -0.2930 -0.9449 1.043 0.275 0.494 0.35
H 1.7235 0.4673 -2.2036 0.144 1.558 -0.962 0.41
H 1.2874 -1.1244 0.9345 -0.747 0.027 -0.387 0.18
H -0.0690 -3.3217 0.4629 -0.854 -0.710 0.976 0.18
H -0.2172 -2.7188 -1.1872 0.029 0.278 0.817 0.18
H 2.0456 -2.5602 -1.1319 0.030 0.578 -0.624 0.48
H -0.4179 -0.4899 2.1760 -0.728 -0.630 -1.240 0.39
H -2.3771 -0.7363 -0.1151 0.071 -0.283 0.995 0.14
H -2.7640 -0.2319 1.6598 0.697 -0.610 -0.879 0.14
H 1.3199 2.6773 0.8840 -0.353 -0.425 0.516 0.50
H 2.4075 2.0243 0.0591 0.695 -1.421 -0.111 0.46
O 1.9543 2.8338 0.1684 0.020 1.830 -0.506 -0.99
H 0.4073 2.5360 -2.9366 0.294 0.254 0.640 0.51
H 1.6503 2.7140 -1.9575 -0.257 0.576 0.910 0.49
O 1.3624 2.3207 -2.7692 0.033 -0.714 -1.534 -1.04
H -1.4829 -1.5285 -2.9006 -0.408 -0.398 0.378 0.50
H -2.3733 -2.0739 -1.7215 0.181 -1.705 2.082 0.48
O -2.3724 -1.5371 -2.4683 -0.064 1.419 -2.517 -0.99
H -0.6340 1.5996 1.4065 0.664 -0.142 0.341 0.51
H 0.6626 1.1632 2.2200 1.412 -2.197 0.617 0.48
O 0.2100 1.9200 1.9570 -2.179 2.731 -1.232 -1.06
H 0.7381 0.6509 4.2940 -1.989 1.293 0.400 0.48
H -0.2780 1.6751 3.7339 -0.011 0.496 -0.622 0.49
O -0.1380 1.1277 4.5019 1.643 -1.635 0.948 -1.00
H 4.5143 -0.3557 1.0299 0.551 0.388 0.087 0.49
H 3.3948 -1.2663 0.8176 -0.957 -3.044 -0.565 0.48
O 3.5619 -0.3793 0.9725 0.771 2.555 0.292 -0.94
H 1.5863 -1.0067 3.0590 -0.006 -1.469 0.061 0.50
H 2.5460 0.0247 2.3644 -1.536 -0.315 1.172 0.51
O 1.7259 -0.0763 2.9534 2.120 1.685 -0.840 -1.02
H -2.6791 0.1288 -2.1545 -0.198 0.261 -0.003 0.49
H -2.3896 1.1387 -0.9673 -0.660 -0.119 -1.597 0.50
O -2.8096 1.0693 -1.9190 0.566 0.070 1.594 -1.05
H -1.5900 2.7030 0.0601 -0.665 -1.030 0.222 0.50
H -0.4097 3.6041 0.2212 -1.240 0.237 -0.721 0.48
O -1.3160 3.5822 -0.1881 1.750 1.205 0.765 -0.97
H -1.8220 2.3220 -2.6530 -1.087 -1.496 -0.011 0.50
H -1.2718 3.4685 -1.9516 0.244 0.644 0.991 0.50
O -1.2130 3.0325 -2.7965 0.887 0.883 -1.585 -1.01
H 1.4766 -3.0313 1.9934 0.472 -0.401 -0.845 0.48
H 0.2655 -2.5750 2.7132 -1.518 0.297 -0.163 0.49
O 1.1909 -2.7075 2.8370 0.995 -0.332 1.079 -0.95
H 0.0765 -0.5833 -3.9993 0.107 -0.674 0.342 0.49
H 0.7262 -1.5038 -2.9350 0.018 0.454 -0.144 0.50
O 0.0417 -1.4924 -3.6341 0.184 0.458 -0.468 -0.97
H -2.0131 -2.6916 0.8985 -1.271 -0.693 -0.822 0.50
H -3.4880 -3.0230 0.5451 -3.169 1.027 0.975 0.47
O -2.6381 -3.2483 0.3259 4.441 -0.249 -0.100 -0.98